Record 1
Computed, not measured: a cluster of 2 separate species, C3H3F2N in total, with ωB97M-V/def2-TZVPD.

Structure (XYZ):
```
9
Properties=species:S:1:pos:R:3:forces:R:3:mulliken_charge:R:1
C -3.4367 0.3020 -0.7916 -1.16 -0.45 0.94 -0.169
C -0.5604 0.5886 -0.6769 1.62 -0.06 -0.80 -0.463
C 0.5946 0.0871 -1.1098 -2.08 -3.17 -0.28 0.456
N -3.8286 0.0164 0.2774 0.00 0.65 -0.41 -0.155
F 0.5461 -1.1568 -1.8093 0.67 2.47 1.16 -0.245
F 1.8215 0.3795 -0.7865 0.08 0.26 -0.44 -0.198
H -4.2287 0.0695 1.2037 0.25 -0.23 -0.47 0.294
H -0.4974 1.5432 -0.1930 -0.27 0.20 0.37 0.270
H -1.5072 0.1158 -0.9352 0.91 0.32 -0.09 0.211
```
Forces are in eV/Å.

Its LUMO energy is 0.9 eV. The value obtained for the strongest force on any atom is 0.0739 hartree/bohr. As for the energy relative to the best compared isomer or geometry (same formula, charge and spin): 54.9 kcal/mol. The highest occupied orbital energy is -0.364 hartree.

Record 2
Computed, not measured: a structure of composition C3H3F2N, with ωB97M-V/def2-TZVPD.

Structure (XYZ):
```
9
Properties=species:S:1:pos:R:3:forces:R:3:mulliken_charge:R:1
C 0.2390 0.2968 -1.1408 1.65 0.95 -0.61 -0.379
C 0.5603 -0.2584 0.7954 -0.30 3.61 2.18 -0.540
C -0.6730 0.2408 0.0267 -2.70 -2.94 -0.06 1.201
N 1.2657 -0.0326 -0.4358 0.84 0.96 -1.44 -0.342
F -1.8959 -1.1769 -0.2920 2.69 2.91 0.68 -0.528
F -1.4659 1.1721 0.4597 0.24 -0.13 -0.31 -0.207
H 0.3980 0.6872 -2.1825 -1.12 -0.70 1.03 0.322
H 0.9156 0.3083 1.7942 -0.83 -0.83 -2.56 0.231
H 0.6562 -1.2372 0.9750 -0.48 -3.83 1.09 0.241
```
Forces are in eV/Å.

Its LUMO energy is -0.5 eV. The value obtained for the strongest force on any atom is 0.0822 hartree/bohr. As for the energy relative to the best compared isomer or geometry (same formula, charge and spin): 84.0 kcal/mol. The highest occupied orbital energy is -0.413 hartree.

Record 3
Computed, not measured: a cluster of 2 separate species, C3H3F2N5O2 in total, with ωB97M-V/def2-TZVPD.

Structure (XYZ):
```
15
Properties=species:S:1:pos:R:3:forces:R:3:mulliken_charge:R:1
C 0.0118 -0.8354 -0.2751 1.87 3.80 1.51 0.165
C -1.8473 0.2138 0.9402 0.18 1.39 2.37 -0.882
C 1.2806 1.2170 -0.2189 -5.68 -3.19 -2.52 0.463
N 0.1724 -1.8272 -1.0995 4.38 2.92 0.22 -0.075
N -0.9180 -2.4048 -1.1605 -6.29 -2.20 1.23 -0.472
N -1.8417 -1.8283 -0.3378 -0.20 -1.51 -0.95 -0.436
N -1.2345 -0.8282 0.2742 3.60 -1.57 -3.89 0.606
N 2.5596 0.6021 -0.3809 2.08 -0.97 -0.15 0.925
O 2.8700 0.1997 -1.4893 -0.62 0.82 0.76 -0.448
O 3.1753 0.4259 0.6549 -0.24 0.36 -0.12 -0.522
F 0.6988 1.7564 -1.2981 1.57 -0.29 0.81 -0.184
F 0.8689 1.8331 0.8200 1.28 0.49 1.06 -0.163
H -2.8872 0.2162 0.7020 -0.58 0.42 0.08 0.355
H -1.6137 0.1129 1.9849 -0.94 -0.74 1.01 0.362
H -1.2951 1.1468 0.8839 -0.42 0.27 -1.44 0.306
```
Forces are in eV/Å.

Its LUMO energy (alpha / beta) is -2.6 / -2.6 eV. The value obtained for the strongest force on any atom is 0.1359 hartree/bohr. As for the energy relative to the best compared isomer or geometry (same formula, charge and spin): 109.4 kcal/mol. The highest occupied orbital energy (alpha / beta) is -0.382 / -0.382 hartree.

Record 4
Computed, not measured: the molecule C3H3F3, with ωB97M-V/def2-TZVPD.

Structure (XYZ):
```
9
Properties=species:S:1:pos:R:3:forces:R:3:mulliken_charge:R:1
C 1.1016 0.7425 -0.5446 0.10 0.39 -0.36 -0.776
C 0.3916 0.0584 0.3160 -0.90 0.54 0.81 0.494
F 0.7389 -0.0039 1.6198 0.11 -0.30 -0.40 -0.239
C -0.9567 -0.5587 0.0729 0.24 -0.59 0.28 0.269
F -0.8549 -1.8949 0.3960 -0.34 0.44 -0.06 -0.251
F -1.9203 -0.0089 0.8850 0.64 -0.31 -0.55 -0.238
H 0.7415 0.9488 -1.5454 0.08 -0.33 0.07 0.239
H 2.0160 1.2099 -0.2226 0.18 0.04 0.00 0.298
H -1.2577 -0.4932 -0.9771 -0.10 0.14 0.22 0.204
```
Forces are in eV/Å.

Its LUMO energy is 0.9 eV. The value obtained for the strongest force on any atom is 0.0258 hartree/bohr. As for the energy relative to the best compared isomer or geometry (same formula, charge and spin): 7.4 kcal/mol. The highest occupied orbital energy is -0.396 hartree.

Record 5
Computed, not measured: the molecule C3H3F3, with ωB97M-V/def2-TZVPD.

Structure (XYZ):
```
9
Properties=species:S:1:pos:R:3:forces:R:3:mulliken_charge:R:1
F -0.1224 1.8222 -0.6835 -0.45 -0.46 -0.57 -0.251
C -0.9149 0.6809 -0.7587 1.08 3.06 0.10 -0.159
C -0.5254 -0.2572 0.0641 -0.72 -0.44 -1.48 0.310
F -1.2976 -1.3388 0.0789 -0.18 -1.08 0.61 -0.243
C 0.8372 -0.3735 0.5797 0.65 0.73 3.99 -0.189
F 1.4208 -1.4545 0.0120 0.46 -0.92 -0.28 -0.253
H -1.7199 0.8756 -1.4535 -0.25 -0.66 0.39 0.360
H 0.8713 -0.4624 1.7754 -0.21 -0.23 -2.46 0.197
H 1.4508 0.5077 0.3855 -0.37 0.01 -0.30 0.227
```
Forces are in eV/Å.

Its LUMO energy is 1.0 eV. The value obtained for the strongest force on any atom is 0.0799 hartree/bohr. As for the energy relative to the best compared isomer or geometry (same formula, charge and spin): 29.9 kcal/mol. The highest occupied orbital energy is -0.370 hartree.

Record 6
Computed, not measured: the molecule C3H3F3O, with ωB97M-V/def2-TZVPD.

Structure (XYZ):
```
10
Properties=species:S:1:pos:R:3:forces:R:3:mulliken_charge:R:1
C 0.4964 0.5475 -0.7688 1.94 -4.37 0.38 -1.048
C 0.3019 -1.3894 0.2457 -1.06 2.49 -3.60 0.218
C -0.1971 -0.7837 -1.0544 1.32 0.90 0.06 1.007
O -0.5554 -1.4446 1.2289 2.01 -0.71 1.90 -0.414
F 1.5423 -1.8030 0.3750 -0.74 -0.30 0.67 -0.204
F -1.5599 -0.7377 -1.0242 -0.09 0.20 0.38 -0.317
F 0.1047 -1.3489 -2.2631 0.40 -0.15 0.78 -0.256
H 0.0291 1.1548 -0.0595 -0.76 1.09 0.82 0.353
H 1.6287 0.3495 -0.6030 -1.99 0.84 -0.66 0.292
H -1.4503 -1.4426 0.9261 -1.03 0.03 -0.72 0.370
```
Forces are in eV/Å.

Its LUMO energy (alpha / beta) is 0.4 / 0.4 eV. The value obtained for the strongest force on any atom is 0.0932 hartree/bohr. As for the energy relative to the best compared isomer or geometry (same formula, charge and spin): 78.5 kcal/mol. The highest occupied orbital energy (alpha / beta) is -0.304 / -0.304 hartree.

Record 7
Computed, not measured: the molecule C3H3F3O, with ωB97M-V/def2-TZVPD.

Structure (XYZ):
```
10
Properties=species:S:1:pos:R:3:forces:R:3:mulliken_charge:R:1
C -0.0050 -0.0128 0.1230 1.46 -2.81 -1.39 -0.909
C 1.1494 0.3171 1.0274 0.23 1.86 -0.14 0.509
F 0.8235 0.2630 2.3299 -0.27 -0.44 0.52 -0.265
O 2.4878 -0.0625 0.7808 0.95 -0.93 -0.33 -0.457
C 2.2375 1.2644 0.7352 -1.40 0.63 -0.02 0.755
F 2.8234 2.0979 1.5870 0.13 -0.57 0.82 -0.232
F 2.2881 1.8989 -0.4294 0.17 -0.28 -1.12 -0.247
H 0.3941 -0.3688 -0.9527 -0.94 1.76 2.20 0.288
H -0.6898 0.8466 0.2082 -0.07 -0.84 -0.56 0.265
H -0.3769 -1.0347 0.4635 -0.26 1.62 0.02 0.293
```
Forces are in eV/Å.

Its LUMO energy is 0.8 eV. The value obtained for the strongest force on any atom is 0.0673 hartree/bohr. As for the energy relative to the best compared isomer or geometry (same formula, charge and spin): 28.3 kcal/mol. The highest occupied orbital energy is -0.413 hartree.

Record 8
Computed, not measured: the molecule C3H3F3S, with ωB97M-V/def2-TZVPD.

Structure (XYZ):
```
10
Properties=species:S:1:pos:R:3:forces:R:3:mulliken_charge:R:1
C 1.1319 -0.6590 0.0620 -1.66 -2.33 0.60 -0.923
C -0.2123 -0.2207 0.6328 0.69 -0.90 0.16 0.122
S -0.9960 -0.6186 2.0075 1.03 0.13 -1.16 -0.158
C -0.8602 0.7058 -0.3228 -2.82 0.82 -3.88 0.804
F -0.0609 1.5970 -0.9324 0.23 -0.66 0.66 -0.217
F -1.8520 1.3652 0.2064 -0.46 0.35 0.15 -0.221
F -1.5345 0.0420 -1.5806 1.93 0.76 3.32 -0.323
H 1.0246 -0.6378 -1.0809 0.47 -0.91 1.72 0.306
H 1.8987 -0.0060 0.3075 1.26 1.94 0.38 0.315
H 1.4606 -1.5680 0.7007 -0.66 0.80 -1.96 0.295
```
Forces are in eV/Å.

Its LUMO energy is -1.5 eV. The value obtained for the strongest force on any atom is 0.0946 hartree/bohr. As for the energy relative to the best compared isomer or geometry (same formula, charge and spin): 20.2 kcal/mol. The highest occupied orbital energy is -0.361 hartree.